{
  "formula": "C28H45CsN5O4SSb",
  "method": "the ωB97M-V functional and the def2-TZVPD basis",
  "symbols": ["Cs", "N", "N", "C", "O", "O", "H", "H", "H", "C", "C", "O", "C", "C", "C", "C", "C", "C", "O", "H", "H", "H", "H", "H", "H", "H", "S", "C", "N", "C", "C", "C", "N", "H", "H", "H", "H", "H", "H", "H", "H", "C", "C", "Sb", "C", "C", "C", "C", "H", "H", "H", "H", "H", "H", "H", "H", "H", "H", "H", "H", "H", "H", "H", "C", "N", "C", "C", "C", "C", "C", "C", "C", "C", "H", "H", "H", "H", "H", "H", "H", "H", "H", "H", "H", "H"],
  "coordinates": [[0.424734, 1.867823, 0.418452], [4.154678, 0.115169, -1.125143], [4.099328, 1.507399, -0.847262], [3.010200, 2.261217, -1.374341], [3.103576, 3.497303, -1.364494], [2.004372, 1.579751, -1.706121], [3.626885, -0.039698, -1.985001], [3.594955, -0.341061, -0.408464], [4.982869, 1.970696, -1.006624], [2.505224, 3.009885, 3.940362], [1.102770, 3.048502, 3.352370], [0.561301, 1.968843, 3.122455], [0.474958, 4.334168, 2.983130], [1.084296, 5.474824, 3.543553], [0.583696, 6.750985, 3.420687], [-0.593807, 6.931151, 2.689184], [-1.220672, 5.877410, 2.090626], [-0.724650, 4.528117, 2.150661], [-1.312262, 3.636035, 1.490205], [2.855310, 1.982266, 3.868882], [2.518946, 3.315914, 4.988868], [3.185283, 3.672113, 3.405644], [1.985477, 5.333195, 4.125642], [1.085547, 7.592347, 3.882252], [-1.014602, 7.928256, 2.585303], [-2.120490, 6.015891, 1.503650], [0.382835, 0.377409, -5.324940], [-0.358374, 1.594249, -4.420550], [0.346127, 2.604119, -3.894310], [-0.227679, 3.549904, -2.956544], [-1.461341, 2.948635, -2.280310], [-2.406567, 2.451791, -3.351742], [-1.696578, 1.558105, -4.256278], [1.331553, 2.410220, -3.781862], [-0.585868, 4.450597, -3.477549], [0.549309, 3.848444, -2.247710], [-1.936761, 3.686762, -1.632567], [-1.155619, 2.134011, -1.643292], [-2.812213, 3.308261, -3.908079], [-3.242013, 1.895397, -2.924617], [-2.110668, 0.671827, -4.496651], [2.520638, -4.169364, 1.265590], [1.530068, -3.295024, 0.522689], [0.549693, -1.674705, 1.595973], [1.771088, -1.869522, 3.486874], [1.576290, -2.906009, 4.572723], [-1.153329, -2.593289, 2.563376], [-1.104509, -4.111091, 2.574401], [2.983365, -4.908571, 0.602376], [2.039312, -4.715835, 2.079688], [3.330311, -3.588332, 1.712354], [0.746859, -3.912345, 0.078765], [2.013911, -2.797971, -0.321602], [1.623547, -0.868741, 3.909991], [2.813325, -1.876203, 3.141612], [0.544909, -2.926027, 4.935298], [2.214938, -2.721262, 5.446710], [1.799826, -3.918408, 4.224870], [-2.047528, -2.249957, 2.044660], [-1.175768, -2.191095, 3.578582], [-1.074206, -4.498268, 1.553381], [-1.976426, -4.564355, 3.062826], [-0.214316, -4.476773, 3.089497], [-1.606802, -4.951212, -1.725534], [-0.949117, -4.337353, -2.855512], [-1.727788, -4.502200, -4.059137], [-0.506883, -2.967735, -2.557906], [-1.517932, -2.027516, -1.931943], [-2.607383, -1.630572, -2.711510], [-3.570729, -0.768469, -2.215656], [-3.406682, -0.260109, -0.934644], [-2.301232, -0.647118, -0.189031], [-1.323289, -1.564753, -0.612864], [-1.727568, -6.023679, -1.910233], [-2.599897, -4.521099, -1.513766], [-1.000427, -4.818125, -0.827634], [-1.745820, -5.564204, -4.328873], [-1.270754, -3.947268, -4.878645], [-2.775939, -4.171657, -3.963320], [-0.118948, -2.537713, -3.486816], [0.331048, -3.053106, -1.865417], [-2.698147, -1.986694, -3.735322], [-4.422601, -0.480066, -2.826107], [-4.119538, 0.452137, -0.526683], [-2.219632, -0.166571, 0.788442]],
  "atomic_forces_ev_per_a": [[-0.1, -0.5, -0.3], [-0.1, 0.0, 0.0], [0.1, 0.2, -0.1], [-0.3, -0.5, 0.1], [0.3, 0.4, 0.0], [0.5, -0.1, -0.9], [0.0, 0.0, 0.1], [0.1, 0.0, -0.1], [0.0, -0.1, 0.0], [0.0, 0.1, 0.2], [-0.8, -0.1, -0.8], [0.2, 0.2, 0.9], [0.3, 0.3, 0.3], [-0.2, 0.2, 0.0], [0.4, -0.1, 0.2], [-0.3, 0.1, -0.2], [0.1, 0.2, 0.0], [0.2, -0.4, 0.3], [-0.2, 0.2, 0.3], [0.0, 0.0, 0.0], [-0.1, 0.0, 0.0], [0.0, 0.0, -0.1], [0.0, 0.1, 0.0], [0.0, 0.0, 0.0], [0.0, 0.0, 0.0], [0.0, 0.0, 0.0], [0.1, -0.1, -0.1], [0.2, -0.5, -0.3], [-0.2, 0.1, 0.0], [-0.6, 0.3, 0.2], [0.3, 0.3, 0.0], [-0.1, 0.0, 0.0], [0.0, 0.4, 0.2], [0.0, -0.1, 0.0], [0.3, 0.0, -0.1], [-0.1, -0.1, -0.1], [0.0, 0.0, -0.1], [-0.2, -0.4, -0.1], [0.0, -0.1, 0.0], [0.1, 0.0, 0.0], [0.0, 0.0, 0.0], [0.2, -0.1, 0.2], [-0.3, -0.1, -0.1], [-0.1, 0.1, 0.0], [0.2, 0.3, -0.3], [-0.1, -0.3, 0.2], [-0.1, -0.1, -0.1], [0.0, -0.2, 0.0], [0.0, 0.0, 0.0], [0.0, 0.0, 0.0], [0.0, 0.0, 0.0], [0.0, 0.1, 0.1], [0.0, 0.0, 0.0], [0.0, 0.0, 0.0], [0.0, 0.0, 0.0], [0.0, 0.0, 0.0], [0.0, 0.0, 0.0], [0.0, 0.0, 0.0], [0.0, 0.1, 0.0], [0.0, 0.0, 0.0], [0.0, 0.0, 0.0], [0.0, 0.1, 0.0], [0.0, 0.0, 0.0], [0.0, -0.1, 0.1], [0.0, 0.0, 0.0], [-0.1, 0.0, 0.0], [0.2, 0.1, 0.0], [0.0, 0.0, 0.1], [0.0, 0.0, -0.2], [-0.2, 0.1, 0.0], [-0.1, 0.1, -0.1], [0.1, 0.1, 0.1], [0.0, 0.0, 0.1], [0.0, 0.0, 0.0], [0.0, 0.0, 0.0], [0.0, 0.0, 0.0], [0.0, 0.0, 0.0], [0.0, 0.0, 0.0], [0.0, 0.0, 0.0], [0.0, 0.0, 0.0], [0.0, 0.1, 0.0], [0.0, 0.0, 0.0], [0.0, 0.0, 0.0], [0.0, 0.0, 0.0], [0.1, -0.1, 0.2]],
  "homo_energy_ev": -1.484,
  "mol_weight_g_mol": 802.4,
  "total_charge": -2,
  "e_tot_ev": -63327.645
}

---

{
  "formula": "C28H45N10O10",
  "method": "the ωB97M-V functional and the def2-TZVPD basis",
  "symbols": ["C", "C", "N", "C", "C", "N", "C", "C", "H", "H", "H", "H", "H", "H", "H", "H", "H", "H", "H", "C", "C", "C", "C", "C", "C", "O", "O", "H", "H", "H", "H", "H", "H", "C", "C", "C", "C", "C", "C", "O", "O", "H", "H", "H", "H", "H", "H", "C", "C", "C", "C", "C", "C", "O", "O", "H", "H", "H", "H", "H", "H", "C", "O", "N", "N", "H", "H", "H", "H", "C", "O", "N", "N", "H", "H", "H", "H", "C", "O", "N", "N", "H", "H", "H", "H", "C", "O", "N", "N", "H", "H", "H", "H"],
  "coordinates": [[-3.059247, 0.240455, 1.379335], [-1.857703, -0.780984, 1.766550], [-0.700430, -0.755642, 0.845915], [-0.735945, -0.342338, -0.464702], [0.450748, -0.694697, -1.122805], [1.275549, -1.103849, -0.069695], [0.575223, -1.197381, 1.065180], [2.699216, -1.403495, -0.157864], [-3.930376, -0.022964, 1.979218], [-3.318815, 0.229964, 0.320751], [-2.622164, 1.229052, 1.519812], [-2.368007, -1.743857, 1.790263], [-1.595112, -0.564777, 2.802116], [-1.549180, 0.098392, -1.022214], [0.728082, -0.713855, -2.166416], [0.905564, -1.789474, 1.905837], [3.303929, -0.719095, 0.437125], [3.077779, -1.033705, -1.110769], [3.003835, -2.425119, 0.069289], [-6.165549, -0.774199, -2.298083], [-6.285335, -0.265077, -3.544439], [-5.161716, -0.216701, -4.348276], [-3.897530, -0.518500, -3.851644], [-3.809431, -1.062940, -2.529336], [-4.984464, -1.158033, -1.724500], [-4.889275, -1.717709, -0.531106], [-5.241575, 0.359119, -5.549337], [-7.083966, -0.912081, -1.746800], [-7.127491, 0.079302, -4.126297], [-3.062545, -0.397516, -4.525861], [-2.815459, -1.386784, -2.258164], [-5.611877, -1.578952, 0.085490], [-4.523508, 0.082215, -6.123176], [4.403371, 3.888818, 2.144411], [4.910551, 2.948254, 1.244964], [4.112480, 2.424821, 0.206424], [2.894665, 3.036240, -0.111169], [2.296926, 3.938179, 0.793548], [3.112673, 4.397740, 1.843543], [2.662559, 5.402512, 2.724972], [4.669609, 1.623303, -0.811805], [4.997514, 4.147948, 3.008276], [5.855782, 2.474049, 1.464182], [2.389502, 2.504837, -0.904151], [1.266866, 4.234308, 0.660523], [2.808501, 5.384722, 3.673643], [5.521035, 1.371604, -0.446676], [-4.093312, 2.890802, -1.734583], [-3.272579, 2.576123, -2.817888], [-1.784890, 2.712148, -2.673151], [-1.222178, 2.986529, -1.427916], [-2.066721, 3.275466, -0.356270], [-3.473477, 3.200208, -0.492425], [-4.295152, 3.510951, 0.659537], [-1.066639, 2.369727, -3.800578], [-5.172996, 2.878111, -1.757421], [-3.609542, 2.337196, -3.815773], [-0.170288, 3.130941, -1.230250], [-1.687488, 3.584556, 0.606564], [-3.856561, 3.921341, 1.408419], [-0.162420, 2.459467, -3.490839], [-3.374929, -1.866705, 4.605368], [-2.273861, -2.356742, 4.416791], [-3.578227, -0.714422, 5.311024], [-4.521123, -2.395104, 4.382776], [-2.806677, -0.222792, 5.738930], [-4.521732, -0.354024, 5.314021], [-5.305014, -2.105425, 4.949969], [-4.508561, -3.275536, 3.888022], [4.137688, -5.960721, 0.531428], [4.957936, -5.407356, 1.246475], [4.509163, -6.884496, -0.269896], [2.951850, -5.496964, 0.171593], [3.855776, -7.304202, -0.915678], [5.488971, -7.119288, -0.199601], [2.683970, -5.934948, -0.698183], [2.314156, -5.106825, 0.850748], [4.389638, -2.146345, 3.679259], [4.120432, -1.807235, 2.569984], [5.247469, -1.543177, 4.462285], [4.108308, -3.243786, 4.251434], [5.659977, -0.653015, 4.222375], [5.227535, -1.993572, 5.366075], [3.597526, -3.869727, 3.645312], [4.583325, -3.523272, 5.097817], [2.496740, 1.763941, -3.978686], [1.479098, 1.896051, -3.306196], [3.624099, 1.358476, -3.534979], [2.449071, 2.110985, -5.221558], [3.872227, 1.350215, -2.555977], [4.458884, 1.400011, -4.102005], [3.390658, 2.088073, -5.586234], [1.694616, 2.668253, -5.596196]],
  "atomic_forces_ev_per_a": [[2.6, -0.6, -0.3], [-2.5, 0.9, -0.2], [1.2, 0.2, -0.4], [0.8, -0.9, -2.3], [-1.0, 0.7, 3.0], [-0.3, -0.7, -0.2], [-1.2, -0.1, -0.6], [1.3, 1.0, -0.5], [0.2, 0.3, 0.1], [-0.1, -0.5, 0.1], [-0.7, 0.2, 0.5], [0.8, -0.4, -0.3], [0.6, 0.0, -0.3], [-0.4, 0.0, 0.7], [0.2, 0.5, 0.3], [0.1, 0.6, 0.3], [-0.5, -0.2, 0.9], [-0.5, -0.8, -0.6], [-0.4, 0.1, -0.1], [-1.8, -0.1, 1.3], [0.9, 0.3, -2.5], [1.7, 0.5, 1.3], [-1.1, -1.4, 1.8], [-0.6, 0.8, -1.4], [1.9, 0.4, -2.7], [0.9, -1.1, 2.1], [-0.9, 0.5, -1.7], [-0.1, 0.0, 0.4], [-0.8, -0.2, 0.9], [0.4, -0.1, 0.3], [-0.1, -0.2, 0.7], [-0.3, 0.3, -0.5], [0.1, 0.0, 0.0], [-1.0, -0.9, -2.2], [-0.7, -1.0, 0.4], [0.6, 2.5, -1.0], [0.0, -1.4, 1.5], [1.6, -0.2, -0.1], [0.5, 0.6, 2.7], [-1.2, 0.1, -1.8], [-0.3, 0.1, 1.4], [-0.2, 0.4, 0.0], [0.3, 0.1, -0.1], [-0.6, 0.6, -0.4], [0.1, 0.4, 0.1], [0.6, -0.9, -0.2], [0.3, -0.4, -0.3], [1.1, -0.2, 0.9], [2.9, 1.1, 1.2], [-3.0, -1.4, -0.7], [-0.6, 0.6, -0.2], [-2.2, -0.3, -0.3], [0.6, 0.9, 1.5], [-0.1, -0.9, -2.1], [-1.1, 0.8, 1.3], [-0.1, -0.1, -0.3], [-0.3, 0.0, 0.1], [0.3, -0.3, -0.5], [0.3, 0.0, 0.1], [0.6, 0.0, -0.4], [1.2, -0.4, -0.6], [3.2, 1.8, 2.8], [0.2, 0.0, -0.9], [0.5, 1.2, 0.2], [-3.8, -2.9, -2.0], [-0.3, -0.1, -0.2], [0.6, 0.5, 0.3], [0.0, -0.5, -0.5], [-0.5, 0.0, 0.3], [2.1, 3.4, 1.2], [-0.4, 0.1, 1.8], [1.9, -4.2, -2.6], [-2.9, 1.1, -0.1], [0.8, -0.4, 0.2], [-0.3, -0.4, -0.5], [-1.3, 0.6, 0.5], [0.0, -0.1, -0.5], [2.4, 1.8, -0.8], [-1.8, 1.1, -3.1], [2.1, 2.7, 2.0], [-3.4, -5.7, 1.1], [-0.2, -0.3, 0.5], [1.1, 1.6, 0.2], [0.2, -0.6, 0.7], [-0.5, -0.6, -0.6], [-4.1, 1.5, 1.2], [-0.8, -0.4, 2.0], [4.8, -1.9, 1.8], [1.4, 0.4, -3.7], [-0.5, 0.0, 0.2], [-0.3, 0.0, -0.1], [-0.7, 0.6, -1.3], [0.3, -0.2, 0.1]],
  "homo_energy_ev": -9.489,
  "mol_weight_g_mol": 681.7,
  "total_charge": 1,
  "e_tot_ev": -65135.530
}